Density functional theory data (ωB97M-V/def2-TZVPD) for a cluster of 6 separate species, C13H28NO7 in total.

Structure (XYZ):
```
49
Properties=species:S:1:pos:R:3:forces:R:3
N 1.231 -2.362 2.293 1.51 -0.10 -0.96
H 0.541 -1.920 1.671 0.05 -0.55 0.14
H 2.078 -1.759 2.125 -1.01 -0.96 0.39
H 1.503 -3.316 1.917 -0.57 1.74 0.41
H -0.172 1.920 -1.325 0.08 1.12 -0.51
C -1.242 0.723 -0.462 -1.98 0.05 -0.44
O -2.182 1.549 -0.610 1.64 0.71 -0.22
O 0.081 1.134 -0.864 -0.97 -1.01 0.78
O -1.418 -0.437 -0.089 1.47 -0.94 0.41
C 0.319 -2.821 -2.062 -0.52 1.55 -0.08
C 1.107 -3.659 -1.127 -2.68 -2.18 -0.45
O 2.288 -3.692 -1.096 2.61 0.66 0.22
C 0.342 -4.749 -0.349 0.30 0.18 0.11
H -0.462 -2.195 -1.586 0.50 -0.18 0.21
H -0.225 -3.386 -2.802 -0.10 -0.77 -0.11
H 0.989 -2.178 -2.618 0.16 0.27 0.03
H 0.163 -4.359 0.646 -0.66 0.14 0.15
H 1.012 -5.586 -0.169 0.19 -0.07 -0.27
H -0.569 -5.125 -0.831 0.10 0.45 0.22
C 1.086 4.073 1.961 -0.86 1.10 -0.14
C 0.645 5.370 1.268 -0.29 -1.46 -0.25
O 0.929 6.440 1.725 -0.02 0.74 0.03
C -0.098 5.128 -0.053 -0.69 2.35 0.57
H 1.289 3.294 1.275 0.43 -0.74 -0.92
H 0.234 3.698 2.511 -0.32 0.00 0.45
H 1.910 4.262 2.613 0.47 0.09 0.46
H 0.701 4.795 -0.678 0.19 -0.58 -0.90
H -0.564 6.067 -0.487 0.89 -0.84 0.61
H -0.924 4.438 0.033 0.15 -0.76 0.06
C -4.100 -2.237 1.402 -0.17 1.42 0.84
C -5.268 -1.410 0.752 2.54 -0.33 0.31
O -6.426 -1.642 0.966 -0.68 -0.39 0.08
C -4.790 -0.244 -0.048 0.03 0.46 0.39
H -3.559 -2.759 0.616 0.02 -0.14 0.04
H -4.567 -2.882 2.133 0.01 -0.61 -0.01
H -3.323 -1.613 1.983 -1.27 -0.55 -1.26
H -4.884 0.534 0.740 0.12 0.16 -0.77
H -5.438 -0.047 -0.887 -0.49 0.30 -0.07
H -3.752 -0.224 -0.395 -0.14 -0.32 0.44
C 3.433 -0.574 -1.240 0.05 0.48 1.04
C 4.173 0.754 -1.056 -1.96 -0.81 0.76
O 5.356 0.820 -1.191 1.50 0.24 -0.23
C 3.344 1.966 -0.702 0.22 0.41 -1.20
H 2.847 -0.844 -0.332 0.17 0.44 -0.58
H 4.190 -1.337 -1.335 0.02 -0.31 -0.51
H 2.735 -0.506 -2.073 0.06 -0.17 -0.02
H 2.425 1.810 -0.156 0.00 -0.33 0.28
H 3.028 2.339 -1.688 -0.16 0.02 0.06
H 3.984 2.750 -0.318 0.07 0.04 0.40
```
Positions in Å, forces in eV/Å.

## Properties
Net charge: -1
E_HOMO: -5.5452 eV
E_tot: -1093.6516 hartree